# 1
{
  "formula": "CH7N3O",
  "method": "the ωB97M-V functional and the def2-TZVPD basis",
  "elements": ["C", "N", "O", "H", "H", "H", "H", "H", "N", "N", "H", "H"],
  "xyz": [[1.6115, 1.2021, 0.0292], [-0.4107, -1.2546, -0.0651], [1.8219, -0.1447, -0.2381], [1.0254, -0.8674, 0.2531], [-0.6664, -2.0777, -0.6185], [2.3137, 1.8553, -0.5050], [0.6412, 1.6641, -0.1917], [1.7955, 1.4068, 1.1039], [-1.4625, -0.4983, 0.3006], [-2.6212, -0.3893, -0.1778], [-2.9003, -1.2489, -0.6696], [-1.1482, 0.3526, 0.7789]],
  "forces_ev_per_angstrom": [[0.496, 0.427, 1.323], [-2.240, 0.282, 2.071], [-1.534, -2.208, 1.059], [2.177, 3.212, -2.089], [-0.487, 0.467, 0.029], [0.124, -0.465, -0.142], [-0.533, -0.499, -0.270], [-0.085, 0.146, -0.198], [2.505, -0.752, -2.977], [-0.875, -0.456, 0.993], [0.489, 0.244, -0.095], [-0.037, -0.398, 0.297]],
  "spin_multiplicity": 1,
  "e_above_lowest_ev": 5.447,
  "lumo_ha": -0.0082,
  "energy_ev": -7664.0773
}

=====

# 2
{
  "formula": "CH7N3O",
  "method": "the ωB97M-V functional and the def2-TZVPD basis",
  "elements": ["C", "N", "N", "N", "O", "H", "H", "H", "H", "H", "H", "H"],
  "xyz": [[-1.4387, 0.9237, 0.1446], [-0.2025, 0.5621, -0.5157], [0.8134, -0.3167, 0.4970], [0.9184, -1.6339, 0.2344], [1.9654, 0.3224, -0.0079], [-2.0424, 0.0560, 0.4375], [-1.1911, 1.4915, 1.0417], [-2.0539, 1.5363, -0.5207], [-0.3927, 0.0382, -1.3716], [1.3955, -1.8973, -0.6272], [0.8321, -2.2236, 1.0498], [1.3966, 1.1412, -0.3619]],
  "forces_ev_per_angstrom": [[-0.074, -0.425, 0.345], [0.600, -0.975, 0.910], [-1.608, 1.378, -1.128], [-0.675, 0.039, -0.580], [-0.701, 1.982, -0.610], [0.014, 0.017, 0.043], [-0.130, 0.039, -0.059], [0.193, 0.030, 0.021], [0.205, -0.329, 0.331], [0.036, -0.120, 0.612], [0.235, 0.082, -0.452], [1.904, -1.719, 0.567]],
  "spin_multiplicity": 1,
  "e_above_lowest_ev": 5.455,
  "lumo_ha": 0.0430,
  "smiles": "CNN(N)O",
  "energy_ev": -7664.0699
}

=====

# 3
{
  "formula": "CH7N3O2",
  "method": "the ωB97M-V functional and the def2-TZVPD basis",
  "elements": ["C", "O", "N", "O", "H", "H", "H", "N", "N", "H", "H", "H", "H"],
  "xyz": [[1.8182, -0.5701, 0.3446], [0.6827, -0.7127, -0.4940], [-0.3315, -1.6337, 0.1457], [-0.0037, -2.7989, 0.0515], [2.4523, -1.4620, 0.2974], [2.3904, 0.3035, 0.0143], [1.5359, -0.3878, 1.3896], [-1.8547, 0.7823, -0.7106], [-1.3904, 1.8677, 0.0937], [-1.0818, 0.2502, -1.1950], [-2.6004, 0.2504, -0.2538], [-0.9036, 2.5664, -0.4724], [-0.7135, 1.5446, 0.7891]],
  "forces_ev_per_angstrom": [[0.481, -0.204, 0.406], [-0.793, -0.643, 0.430], [2.047, -4.077, -0.745], [-1.065, 4.832, 0.351], [-0.022, 0.127, 0.018], [-0.259, -0.234, -0.187], [-0.099, -0.051, -0.142], [0.734, 0.162, -1.186], [0.228, -0.425, 0.272], [-1.585, 0.623, 1.268], [0.900, 0.313, -0.271], [-0.475, -0.454, -0.040], [-0.090, 0.031, -0.175]],
  "spin_multiplicity": 1,
  "e_above_lowest_ev": 4.382,
  "lumo_ha": -0.0411,
  "smiles": "CON=O.NN",
  "energy_ev": -9710.8373
}

=====

# 4
{
  "formula": "CH7N4O",
  "method": "the ωB97M-V functional and the def2-TZVPD basis",
  "elements": ["C", "N", "N", "N", "N", "O", "H", "H", "H", "H", "H", "H", "H"],
  "xyz": [[0.3442, 1.1118, -1.0430], [-1.6336, -0.6540, 0.5556], [0.1340, 1.9631, -1.9981], [0.3071, -1.5412, 1.3893], [-1.1023, -1.6805, 1.1511], [1.4114, 1.0858, -0.4389], [-0.7654, 1.9513, -2.5728], [0.4997, 2.8410, -2.0971], [0.7351, -1.1759, 2.2797], [0.6911, -0.9037, 0.7101], [-1.7476, -1.8245, 2.0257], [-1.1279, -2.7509, 0.6633], [2.2544, 1.5777, -0.6249]],
  "forces_ev_per_angstrom": [[-3.515, -0.840, -1.834], [-1.491, 2.193, -2.133], [-3.987, -1.368, -2.017], [2.718, -0.295, 1.421], [0.139, -4.167, 1.778], [4.483, -0.494, 3.224], [1.561, -0.585, 1.523], [2.165, 2.612, -0.053], [-1.915, -0.628, -0.477], [-0.498, 0.144, -0.800], [1.687, 0.087, -0.996], [-0.370, 3.114, 0.827], [-0.976, 0.225, -0.462]],
  "total_charge": 1,
  "spin_multiplicity": 1,
  "e_above_lowest_ev": 7.092,
  "lumo_ha": [-0.2366, -0.1917],
  "energy_ev": -9142.9517
}

=====

# 5
{
  "formula": "CH7N6",
  "method": "the ωB97M-V functional and the def2-TZVPD basis",
  "elements": ["C", "N", "N", "N", "N", "N", "N", "H", "H", "H", "H", "H", "H", "H"],
  "xyz": [[0.0564, 0.9071, -0.4093], [-2.7462, -0.5049, 0.3413], [-1.8413, -0.8084, -0.6130], [-2.2070, 0.6315, 0.6365], [-1.1728, 0.3995, -0.2311], [1.6288, -1.2831, 0.2520], [0.4056, 2.0670, 0.1444], [0.8191, 0.2123, -0.9560], [2.5657, -1.3872, 0.5186], [1.4507, -1.7698, -0.7448], [1.2524, -1.9467, 0.9361], [-1.3291, -1.6565, -0.6341], [1.3371, 2.4973, -0.1216], [-0.2194, 2.6419, 0.8810]],
  "forces_ev_per_angstrom": [[0.202, -0.104, 0.202], [-0.148, 1.236, 1.105], [0.926, 1.771, -0.925], [-1.342, -0.630, 0.451], [1.615, -0.690, -0.982], [-2.368, -1.826, -2.311], [-0.327, 1.008, 0.862], [-1.608, 1.916, 0.856], [2.160, 0.162, -0.422], [1.118, 1.012, 3.026], [-0.682, 0.182, -0.307], [0.388, -1.187, 0.274], [-1.657, -0.905, 0.647], [1.723, -1.946, -2.477]],
  "total_charge": 1,
  "spin_multiplicity": 1,
  "e_above_lowest_ev": 4.859,
  "lumo_ha": -0.1755,
  "energy_ev": -10079.5440
}

=====

# 6
{
  "formula": "CH7NO",
  "method": "the ωB97M-V functional and the def2-TZVPD basis",
  "elements": ["C", "N", "H", "H", "H", "H", "H", "O", "H", "H"],
  "xyz": [[0.0966, -0.7901, -0.7690], [-1.1107, -0.4133, 0.0579], [-0.3686, -1.0297, -1.7212], [0.6996, -1.6351, -0.3896], [0.7668, 0.0854, -0.8282], [-1.9448, -0.4214, -0.5710], [-1.3357, -0.9842, 0.8643], [1.1075, 1.7584, 1.4000], [0.3316, 1.3235, 1.1133], [1.7578, 2.1064, 0.8435]],
  "forces_ev_per_angstrom": [[-0.947, 0.310, 0.800], [-0.346, 0.168, -0.808], [0.901, -0.130, -0.424], [-0.585, 0.291, -0.081], [-0.295, -0.440, -0.237], [1.052, 0.030, 1.053], [0.370, -0.159, -0.250], [0.168, 0.117, 3.436], [-0.894, -0.492, -1.559], [0.577, 0.306, -1.930]],
  "spin_multiplicity": 1,
  "e_above_lowest_ev": 0.504,
  "lumo_ha": 0.0384,
  "smiles": "CN.O",
  "energy_ev": -4687.4236
}

=====

# 7
{
  "formula": "CH7NO2",
  "method": "the ωB97M-V functional and the def2-TZVPD basis",
  "elements": ["N", "C", "O", "H", "H", "H", "H", "H", "O", "H", "H"],
  "xyz": [[1.4746, 2.5740, 0.2419], [0.1387, 2.1737, -0.1595], [0.1294, 1.2594, -1.2239], [2.0019, 2.9248, -0.5386], [1.4428, 3.1762, 1.0405], [-0.4893, 3.0269, -0.4571], [-0.3212, 1.6894, 0.7037], [0.9420, 1.3235, -1.7117], [-1.6600, -5.3103, 0.9476], [-1.0146, -4.7059, 1.3117], [-1.2782, -6.1927, 0.9513]],
  "forces_ev_per_angstrom": [[-0.303, -1.226, -0.398], [-0.214, 0.480, 0.246], [-0.302, -0.352, 0.231], [0.134, 0.632, 0.104], [0.260, 0.430, 0.082], [0.007, 0.012, 0.060], [-0.116, -0.008, -0.050], [0.535, 0.031, -0.274], [-0.449, -0.124, -0.191], [0.286, -0.034, 0.099], [0.162, 0.158, 0.090]],
  "spin_multiplicity": 1,
  "e_above_lowest_ev": 0.357,
  "lumo_ha": 0.0349,
  "smiles": "NCO.O",
  "energy_ev": -6734.9862
}

=====

# 8
{
  "formula": "CH7NO4",
  "method": "the ωB97M-V functional and the def2-TZVPD basis",
  "elements": ["N", "C", "O", "O", "H", "H", "H", "O", "H", "H", "O", "H", "H"],
  "xyz": [[0.4827, 1.1013, -2.2827], [-0.8487, 1.2509, -1.9180], [-1.6681, 1.7183, -2.6488], [-1.1102, 0.8231, -0.6686], [0.6455, 1.1768, -3.2695], [0.9636, 0.3959, -1.7458], [-0.3968, 1.0435, -0.0537], [0.7117, 2.1276, 1.1822], [0.9259, 2.8524, 0.5806], [1.4754, 2.0024, 1.7508], [-0.4436, -5.2083, 3.0218], [0.3482, -4.7444, 3.2995], [-1.0858, -4.5395, 2.7522]],
  "forces_ev_per_angstrom": [[-0.428, -0.013, 0.832], [0.894, 0.019, -0.310], [-0.623, 0.054, -0.167], [-0.533, 0.079, 0.149], [0.186, -0.102, -0.086], [0.273, 0.014, -0.456], [0.259, -0.009, 0.182], [-0.180, -0.022, -0.307], [0.077, -0.060, 0.191], [0.078, 0.039, -0.028], [-0.271, -0.130, -0.103], [-0.005, 0.190, -0.004], [0.272, -0.059, 0.106]],
  "spin_multiplicity": 1,
  "e_above_lowest_ev": 0.578,
  "lumo_ha": 0.0073,
  "smiles": "NC(=O)O.O.O",
  "energy_ev": -10831.3039
}

=====

# 9
{
  "formula": "CH7NO4",
  "method": "the ωB97M-V functional and the def2-TZVPD basis",
  "elements": ["N", "C", "O", "O", "H", "H", "H", "H", "H", "O", "H", "H", "O"],
  "xyz": [[0.9065, -1.0179, -1.1169], [1.3981, -0.4591, 0.0768], [0.5501, -0.6847, 1.0669], [2.3563, 0.2671, 0.0758], [1.1258, -0.5743, -2.0135], [-0.0412, -1.4185, -1.0192], [0.9232, -0.4273, 1.9278], [-0.8464, 1.3977, 0.3692], [-0.2816, 1.1589, 1.7491], [-0.8010, 1.7979, 1.2402], [-1.2733, 0.5367, -0.6328], [-2.3281, -0.4363, -0.5249], [-1.6883, -0.1402, -1.1985]],
  "forces_ev_per_angstrom": [[-1.010, 0.476, 0.500], [-0.051, 0.860, 0.104], [0.232, -0.874, 0.022], [0.274, -0.296, -0.218], [0.519, -0.304, -0.015], [0.029, -0.274, -0.480], [0.257, -0.128, -0.077], [0.160, 0.701, 0.386], [-0.450, 0.570, -0.017], [0.209, -0.223, 0.202], [-0.313, -0.137, -1.128], [-0.347, -0.434, -0.589], [0.491, 0.062, 1.311]],
  "total_charge": 1,
  "spin_multiplicity": 2,
  "e_above_lowest_ev": 1.678,
  "lumo_ha": [-0.1592, -0.3858],
  "energy_ev": -10820.2179
}

=====

# 10
{
  "formula": "CH7NOS2",
  "method": "the ωB97M-V functional and the def2-TZVPD basis",
  "elements": ["N", "C", "O", "H", "H", "H", "H", "H", "S", "S", "H", "H"],
  "xyz": [[-0.2934, -2.1911, -0.4086], [-0.8971, -0.8938, -0.4197], [0.0052, 0.1587, -0.8725], [0.1735, -2.2898, -1.3183], [0.4751, -2.0760, 0.2341], [-1.7187, -0.9549, -1.1064], [-1.3032, -0.6097, 0.6137], [-0.5705, 0.9233, -1.0734], [1.0340, 1.7154, 2.1992], [1.6911, 2.8179, 0.5338], [-0.2431, 1.7243, 1.8816], [1.6470, 1.6757, -0.2636]],
  "forces_ev_per_angstrom": [[0.820, 0.979, -0.205], [-0.610, 0.699, 0.948], [-0.815, -0.106, 0.098], [-0.352, -0.227, 0.261], [0.407, -0.553, 0.413], [-0.639, 0.241, -0.374], [0.649, -0.574, -1.261], [0.546, -0.427, 0.087], [0.817, 0.453, -0.162], [-0.311, -1.621, -0.125], [-0.705, 0.016, -0.067], [0.191, 1.120, 0.387]],
  "spin_multiplicity": 1,
  "e_above_lowest_ev": 0.215,
  "lumo_ha": 0.0103,
  "smiles": "NCO.SS",
  "energy_ev": -26358.0585
}